(1)
C43H113N7O13 | ωB97M-V/def2-TZVPD

XYZ file:
```
176
Properties=species:S:1:pos:R:3:mulliken_charge:R:1
C -6.879 0.292 4.827 -0.811
O -5.629 -0.235 4.469 -0.020
C -4.527 0.153 5.304 -0.308
C -4.180 1.623 4.998 0.478
C -3.442 1.785 3.635 -0.650
N -3.341 2.179 6.091 -0.832
H -7.027 1.348 4.604 0.318
H -7.047 0.146 5.894 0.363
H -7.532 -0.294 4.180 0.096
H -4.740 -0.057 6.352 0.453
H -3.797 -0.567 4.934 -0.332
H -5.043 2.279 4.880 0.361
H -3.347 2.831 3.342 0.443
H -4.017 1.267 2.867 -0.074
H -2.421 1.439 3.792 -0.039
H -3.781 2.096 6.996 0.284
H -2.564 1.540 6.183 0.263
C -0.293 4.243 -4.671 -0.392
O -0.024 5.393 -3.846 -0.473
C 0.008 5.048 -2.411 -0.961
C -1.378 4.868 -1.866 2.255
C -2.188 6.178 -2.068 -1.730
N -1.430 4.548 -0.437 -0.725
H -1.325 4.185 -5.017 0.135
H 0.192 3.327 -4.333 -0.041
H 0.178 4.531 -5.611 0.378
H 0.644 4.177 -2.255 0.255
H 0.462 5.866 -1.852 0.455
H -1.865 4.058 -2.408 -0.922
H -1.797 7.030 -1.511 0.383
H -3.222 6.170 -1.721 0.409
H -2.175 6.492 -3.111 0.365
H -1.034 3.626 -0.317 -0.088
H -2.432 4.462 -0.343 0.382
C 3.928 -5.666 -2.916 -0.956
O 3.622 -4.412 -2.282 -0.266
C 3.777 -3.318 -3.236 -0.799
C 3.758 -1.973 -2.413 0.111
C 2.569 -1.892 -1.579 -1.145
N 3.703 -0.822 -3.308 -0.517
H 3.365 -5.866 -3.828 0.390
H 3.774 -6.517 -2.253 0.263
H 4.956 -5.735 -3.272 0.388
H 4.756 -3.465 -3.691 0.497
H 3.012 -3.390 -4.009 0.358
H 4.646 -1.850 -1.793 0.314
H 2.380 -0.931 -1.101 0.463
H 2.575 -2.700 -0.847 0.396
H 1.668 -2.086 -2.162 -0.006
H 3.582 0.001 -2.734 0.310
H 2.866 -0.904 -3.868 0.125
C -0.933 -1.589 4.117 -0.940
O -2.105 -2.155 3.559 0.151
C -2.127 -3.538 3.641 -1.142
C -3.285 -4.059 2.749 1.416
C -4.602 -3.611 3.310 -1.243
N -3.335 -5.501 2.619 -0.847
H -1.089 -0.549 4.404 0.042
H -0.171 -1.462 3.348 0.363
H -0.543 -2.020 5.039 0.440
H -1.224 -3.972 3.213 0.411
H -2.172 -3.837 4.688 0.354
H -3.174 -3.601 1.767 -0.158
H -4.755 -4.083 4.281 0.296
H -5.368 -4.005 2.643 0.461
H -4.719 -2.530 3.390 -0.123
H -2.562 -5.811 2.048 0.349
H -4.141 -5.779 2.078 0.300
C -4.093 3.124 -3.917 -0.462
O -4.941 3.818 -3.011 -0.371
C -5.884 3.122 -2.224 -0.574
C -5.237 1.864 -1.597 0.019
N -6.082 1.257 -0.551 -0.460
C -5.531 -0.104 -0.124 0.149
C -6.321 -0.688 1.063 0.116
O -7.429 -1.323 0.502 -0.405
C -8.375 -1.709 1.446 -0.729
H -3.828 3.771 -4.753 0.388
H -4.517 2.266 -4.439 0.401
H -3.190 2.736 -3.443 -0.129
H -6.726 2.825 -2.850 0.278
H -6.240 3.795 -1.444 0.283
H -4.264 2.105 -1.170 -0.025
H -5.102 1.125 -2.387 0.251
H -5.987 1.917 0.208 0.322
H -4.466 0.012 0.073 -0.456
H -5.585 -0.747 -1.003 0.453
H -6.596 0.082 1.783 0.197
H -5.652 -1.394 1.556 -0.134
H -9.188 -2.008 0.786 0.308
H -8.720 -0.880 2.064 0.311
H -8.109 -2.634 1.959 0.243
C -2.755 -1.561 -3.156 -0.459
O -1.959 -0.428 -3.425 -0.014
C -0.817 -0.706 -4.174 -0.070
C -0.152 0.656 -4.531 -0.362
N 1.184 0.374 -5.115 -0.163
C 1.846 1.627 -5.438 -0.260
C 3.263 1.434 -5.938 -0.966
O 3.295 0.854 -7.219 -0.377
C 4.608 0.460 -7.489 -0.817
H -2.263 -2.462 -2.789 0.232
H -3.358 -1.813 -4.028 0.339
H -3.458 -1.146 -2.434 -0.082
H -1.080 -1.202 -5.109 0.432
H -0.114 -1.291 -3.583 -0.133
H -0.078 1.220 -3.602 -0.072
H -0.831 1.226 -5.166 0.308
H 0.944 -0.023 -6.012 0.226
H 1.919 2.259 -4.553 0.333
H 1.263 2.118 -6.217 0.403
H 3.876 0.966 -5.168 0.426
H 3.736 2.404 -6.089 0.483
H 4.912 -0.454 -6.978 0.281
H 5.428 1.123 -7.214 0.334
H 4.704 0.291 -8.561 0.295
C 3.131 -0.187 2.931 -0.649
O 4.267 -0.042 2.117 -0.101
C 5.522 -0.200 2.807 -0.644
C 6.595 0.084 1.734 -0.764
N 7.985 0.255 2.192 -0.388
C 8.575 -0.983 2.628 -0.438
C 10.146 -0.889 2.880 -0.753
O 10.836 -1.117 1.637 -0.306
C 12.281 -0.935 1.663 -0.752
H 2.229 -0.111 2.324 -0.108
H 3.161 0.531 3.751 0.332
H 3.120 -1.202 3.328 0.502
H 5.565 -1.124 3.383 0.350
H 5.699 0.541 3.587 0.336
H 6.261 0.998 1.244 0.381
H 6.488 -0.574 0.871 0.432
H 8.555 0.607 1.437 0.275
H 8.412 -1.794 1.918 0.328
H 8.154 -1.315 3.577 0.326
H 10.468 -1.746 3.472 0.381
H 10.547 -0.003 3.374 0.424
H 12.788 -1.619 2.344 0.291
H 12.513 0.061 2.040 0.309
H 12.701 -0.920 0.657 0.269
C -0.896 -4.346 -0.696 -0.956
C -0.523 -5.826 -0.538 0.242
C 1.004 -5.942 -0.334 -1.104
O -1.100 -6.254 0.693 -0.499
H -0.759 -3.876 -1.670 0.383
H -0.292 -3.709 -0.049 0.036
H -1.962 -4.238 -0.494 0.355
H -0.934 -6.409 -1.363 0.338
H 1.307 -6.988 -0.393 0.502
H 1.343 -5.469 0.588 0.282
H 1.603 -5.379 -1.050 0.085
H -0.852 -7.181 0.720 0.260
C -0.800 -0.670 0.230 0.032
C -1.355 0.714 0.626 1.758
C -0.391 1.590 1.508 -1.930
O -1.490 1.443 -0.531 0.463
H -1.045 -1.436 0.966 -0.150
H 0.272 -0.557 0.067 0.101
H -1.253 -1.140 -0.643 0.023
H -2.335 0.615 1.092 -1.058
H 0.115 1.011 2.281 0.333
H -0.913 2.396 2.025 0.327
H 0.391 2.041 0.898 0.392
H -1.859 0.880 -1.216 -0.312
C 1.836 3.940 3.963 -1.027
C 2.865 4.444 2.971 0.399
C 2.935 3.656 1.656 -0.280
O 2.422 5.766 2.598 -0.580
H 2.112 3.006 4.452 0.269
H 0.819 3.807 3.593 0.099
H 1.738 4.576 4.843 0.391
H 3.799 4.573 3.518 0.290
H 3.713 4.037 0.994 0.388
H 2.042 3.631 1.031 -0.230
H 3.207 2.618 1.847 -0.021
H 1.548 5.711 2.205 0.344
```

energy above the lowest of the compared OMol25 structures with the same formula, charge and spin = 291.4 kJ/mol
E_HOMO = -8.95 eV
gap between HOMO and LUMO = 9.41 eV
multiplicity = 1

(2)
C47H44FN9O3S3SiTl | ωB97M-V/def2-TZVPD

XYZ file:
```
109
Properties=species:S:1:pos:R:3:mulliken_charge:R:1
Tl 1.601 1.467 0.345 0.656
C -6.196 -5.299 -9.593 -0.881
O -6.224 -3.919 -9.458 -0.452
C -5.550 -3.355 -8.368 0.601
C -5.273 -4.124 -7.207 -0.424
C -4.508 -3.528 -6.189 -0.369
C -4.116 -2.233 -6.207 0.403
C -4.512 -1.461 -7.299 -0.382
C -5.211 -1.969 -8.363 -0.821
C -3.247 -1.665 -5.161 -0.001
N -2.839 -0.425 -5.141 -0.792
C -2.093 -0.281 -4.013 0.709
C -2.149 -1.462 -3.245 0.186
N -2.847 -2.346 -4.028 -0.120
C -1.442 -1.552 -2.016 0.494
C -1.342 -2.722 -1.235 -0.218
C -0.598 -2.786 -0.100 -2.005
C 0.068 -1.589 0.292 -0.692
N 0.067 -0.490 -0.486 1.181
C -0.669 -0.443 -1.552 -0.215
C -0.721 0.788 -2.280 -0.399
N -0.259 1.976 -1.686 0.369
C -0.308 3.073 -2.353 -0.011
C -0.794 3.166 -3.693 -0.968
C -1.414 2.078 -4.216 -0.983
C -1.438 0.866 -3.459 0.496
H -6.289 -5.517 -10.644 0.263
H -6.980 -5.738 -8.996 0.321
H -5.211 -5.684 -9.320 0.404
H -5.570 -5.252 -7.204 0.265
H -4.297 -4.229 -5.376 0.179
H -4.175 -0.466 -7.305 0.582
H -5.414 -1.336 -9.184 0.445
H -2.968 -3.354 -3.937 0.265
H -1.861 -3.646 -1.540 0.298
H -0.584 -3.553 0.734 0.509
H 0.728 -1.551 1.156 0.875
H 0.008 3.995 -1.855 0.286
H -0.789 4.168 -4.203 0.326
H -1.917 2.092 -5.199 0.436
C 1.855 5.486 3.287 -1.095
Si 2.193 4.635 1.589 0.323
C 3.738 3.690 1.785 -1.063
C 2.172 5.999 0.267 -1.079
N 0.978 3.408 1.230 0.312
C -0.371 3.591 1.513 0.775
C -0.974 4.823 1.624 -0.427
C -2.342 4.984 1.870 -1.246
C -3.153 3.882 1.965 -0.584
C -2.607 2.580 1.863 -0.850
C -1.270 2.517 1.598 -0.078
F -0.798 1.304 1.326 0.293
H 1.198 6.347 3.369 0.414
H 2.817 5.771 3.645 0.488
H 1.458 4.739 4.003 0.188
H 4.561 4.345 2.011 0.476
H 4.043 3.145 0.920 0.378
H 3.592 3.010 2.629 0.082
H 2.899 6.775 0.601 0.332
H 1.128 6.414 0.175 0.316
H 2.326 5.508 -0.693 0.213
H -0.395 5.697 1.523 0.425
H -2.748 5.985 1.889 0.404
H -4.215 3.913 2.130 0.395
H -3.202 1.660 2.003 0.428
S 3.198 -0.396 0.713 -0.239
C 3.148 -0.936 -0.963 0.252
C 3.279 -2.294 -1.194 -0.934
C 3.339 -2.788 -2.501 -0.402
C 3.189 -1.971 -3.596 -0.878
C 3.005 -0.610 -3.326 -0.305
C 3.081 -0.061 -2.034 0.514
S 2.939 1.683 -1.811 -0.425
H 3.269 -2.954 -0.316 0.410
H 3.335 -3.852 -2.655 0.339
H 3.047 -2.452 -4.568 0.334
H 2.850 0.124 -4.124 0.368
C -1.911 -3.665 4.940 -1.127
N -1.146 -2.446 4.669 0.111
C -1.421 -1.282 5.339 -0.219
C -0.859 -0.126 5.034 -1.277
C 0.088 -0.049 3.986 0.095
O 0.805 0.964 3.820 -0.298
N 0.218 -1.172 3.209 0.273
C -0.481 -2.300 3.422 0.300
O -0.476 -3.227 2.652 -0.747
H -1.711 -4.484 4.229 0.323
H -2.977 -3.476 4.806 0.372
H -1.781 -4.062 5.939 0.346
H -2.113 -1.357 6.130 0.549
H -1.241 0.755 5.529 0.357
N 2.259 2.578 5.656 -0.141
C 3.232 1.724 6.134 0.248
S 3.993 1.968 7.583 -0.462
N 3.461 0.700 5.235 0.210
C 4.112 -0.557 5.308 0.677
C 4.625 -1.146 6.482 -0.647
C 5.263 -2.368 6.352 -0.430
C 5.272 -3.081 5.158 -0.422
C 4.559 -2.581 4.099 -0.677
C 4.009 -1.351 4.185 0.635
H 2.081 3.399 6.257 0.237
H 1.518 2.175 5.088 0.236
H 2.956 0.826 4.323 -0.275
H 4.764 -0.596 7.405 0.235
H 5.896 -2.777 7.161 0.304
H 5.939 -3.974 5.121 0.301
H 4.388 -3.322 3.310 0.324
H 3.446 -1.086 3.280 -0.087
```

energy above the lowest of the compared OMol25 structures with the same formula, charge and spin = 0.0 kJ/mol
E_HOMO = -5.22 eV
gap between HOMO and LUMO = 6.93 eV
total charge = -1
multiplicity = 1

(3)
C16H23N4O2P | ωB97M-V/def2-TZVPD

XYZ file:
```
46
Properties=species:S:1:pos:R:3:mulliken_charge:R:1
C 5.680 -0.430 2.581 -0.969
C 5.217 0.355 1.218 -0.271
N 4.891 -0.592 0.044 -0.114
C 3.618 -1.295 0.461 -0.329
C 2.872 -2.142 -0.733 -0.882
N 1.393 -1.704 -0.694 0.222
C 0.814 -0.896 -1.835 0.105
C -0.744 -0.379 -1.790 -0.568
C -1.618 -0.776 -0.443 0.306
C -3.169 -0.267 -0.273 0.253
C -4.402 -0.535 -1.325 -0.419
C -5.877 0.122 -0.942 -0.070
N -6.072 0.947 0.333 0.182
P -7.695 1.686 0.680 0.283
N -7.520 3.051 1.829 -0.621
O -8.294 2.294 -0.877 -0.504
C -4.998 1.215 1.367 -0.130
C -3.495 0.613 1.111 -0.555
C -0.947 -1.675 0.753 -0.485
C 0.631 -2.125 0.567 -0.036
C 4.613 0.394 -1.111 0.470
C 5.451 0.412 -2.530 -0.940
O 3.606 1.305 -1.006 -0.515
H 5.883 -1.574 2.363 0.256
H 6.587 0.063 3.134 0.313
H 4.735 -0.416 3.308 0.233
H 6.102 1.077 0.915 0.375
H 4.305 1.049 1.502 0.328
H 2.866 -0.436 0.809 0.356
H 3.724 -2.015 1.378 0.274
H 2.977 -3.297 -0.455 0.329
H 3.302 -1.968 -1.807 0.311
H 1.515 -0.646 -2.759 0.320
H -1.285 0.276 -2.595 0.372
H -4.171 -1.157 -2.291 0.358
H -6.761 -0.069 -1.700 0.373
H -8.233 3.769 1.501 0.333
H -6.578 3.489 1.725 0.306
H -7.697 3.090 -1.098 0.352
H -5.170 1.860 2.356 0.445
H -2.609 0.783 1.887 0.343
H -1.471 -2.007 1.751 0.366
H 1.148 -2.765 1.413 0.359
H 5.915 -0.623 -2.832 0.280
H 4.667 0.713 -3.375 0.285
H 6.293 1.228 -2.514 0.318
```

E_HOMO = -14.33 eV
gap between HOMO and LUMO = 6.14 eV
total charge = +2
multiplicity = 1

(4)
C22H16BrN3O4S5V | ωB97M-V/def2-TZVPD

XYZ file:
```
52
Properties=species:S:1:pos:R:3:mulliken_charge:R:1
V -0.736 2.469 0.158 0.648
Br 5.608 -8.844 -0.254 -0.242
C 4.812 -7.177 -0.370 0.188
C 5.529 -6.029 -0.560 -0.387
C 4.902 -4.817 -0.675 -0.416
C 3.490 -4.854 -0.677 0.187
C 2.717 -6.052 -0.525 -0.490
C 3.421 -7.247 -0.465 -0.384
N 2.796 -3.651 -0.771 -0.341
N 3.399 -2.660 -0.253 -0.226
C 2.881 -1.440 -0.139 -0.456
C 3.653 -0.416 0.450 -0.216
C 3.146 0.832 0.710 -1.083
C 1.850 1.150 0.294 1.068
O 1.397 2.300 0.569 -0.485
C 0.975 0.085 -0.207 -0.112
N -0.311 0.525 -0.310 -0.040
C -1.157 -0.370 -0.912 -0.354
C -0.706 -1.649 -1.295 -0.922
C 0.526 -2.109 -0.969 -0.111
C 1.422 -1.237 -0.379 0.675
H 6.605 -6.020 -0.402 0.330
H 5.357 -3.837 -0.627 0.386
H 1.630 -5.924 -0.349 0.338
H 2.907 -8.192 -0.557 0.387
H 4.641 -0.710 0.768 0.399
H 3.658 1.667 1.130 0.428
H -2.192 -0.101 -1.178 0.433
H -1.420 -2.268 -1.896 0.316
H 0.902 -3.138 -1.169 0.467
S 0.471 7.577 4.538 -0.411
C 0.379 6.384 3.410 0.156
S 0.119 6.635 1.691 -0.148
C -0.390 4.969 1.283 0.273
C -0.578 4.130 2.528 0.161
S -1.334 2.654 2.523 -0.477
S 0.254 4.747 3.936 -0.144
S -0.473 4.722 -0.395 -0.570
C -4.924 4.030 -0.212 -1.602
C -5.054 2.667 -0.866 1.599
C -6.125 1.820 -0.266 -1.541
O -5.202 2.965 -2.291 -0.652
C -3.756 1.755 -0.735 0.167
O -3.913 0.567 -0.925 -0.780
O -2.688 2.451 -0.490 -0.384
H -5.717 4.730 -0.528 0.375
H -3.931 4.409 -0.424 0.343
H -5.061 3.861 0.838 0.345
H -6.985 2.560 -0.036 0.364
H -5.737 1.410 0.728 0.308
H -6.515 1.007 -0.903 0.287
H -4.543 3.664 -2.546 0.349
```

energy above the lowest of the compared OMol25 structures with the same formula, charge and spin = 73.2 kJ/mol
E_HOMO (spin up / spin down) = -0.81 / -1.10 eV
gap between HOMO and LUMO (spin up / spin down) = 4.09 / 4.37 eV
total charge = -2
multiplicity = 4

> multiplicity of number 3 (C16H23N4O2P)?

1

> Which value of multiplicity does entry 3 give?

1